{
  "formula": "C5H9NO",
  "method": "wB97M-V/def2-TZVPD",
  "symbols": ["C", "C", "C", "N", "C", "C", "O", "H", "H", "H", "H", "H", "H", "H", "H", "H"],
  "positions_angstrom": [[-0.318, 0.946, -1.167], [-0.178, -0.809, -1.114], [0.856, -1.126, -0.046], [-0.081, -0.578, 0.950], [0.400, 0.537, 1.751], [-1.160, -0.576, -0.059], [-2.350, -0.395, -0.093], [-0.850, 1.494, -0.339], [-0.877, 1.261, -2.043], [0.697, 1.315, -1.114], [-0.328, -1.563, -1.919], [1.029, -2.197, 0.138], [1.834, -0.640, -0.163], [1.152, 1.157, 1.224], [-0.436, 1.181, 2.024], [0.876, 0.180, 2.670]],
  "forces_ev_per_angstrom": [[0.784, -0.385, -0.895], [-0.218, 1.024, -0.162], [0.087, 0.078, -0.114], [-0.324, -0.026, 0.197], [-0.228, 0.093, 0.243], [-0.536, -0.730, 1.182], [0.434, -0.263, 1.110], [0.462, -1.262, -0.576], [0.360, -0.257, -0.351], [0.276, 0.188, -0.572], [-0.175, 1.442, -0.099], [-0.112, 0.246, -0.322], [-0.271, 0.185, 0.293], [-0.370, -0.301, 0.023], [-0.036, -0.035, 0.095], [-0.132, 0.002, -0.053]],
  "multiplicity": 1,
  "energy_ev": -8865.8403,
  "gap_ev": 10.00,
  "smiles": "C[C@H]1CN(C)C1=O",
  "lumo_energy_ev": 0.9
}

{
  "formula": "C16H36B4N2O7",
  "method": "wB97M-V/def2-TZVPD",
  "symbols": ["C", "C", "B", "O", "B", "C", "C", "C", "C", "C", "C", "C", "C", "O", "B", "B", "O", "O", "O", "H", "H", "H", "H", "H", "H", "H", "H", "H", "H", "H", "H", "H", "H", "H", "H", "H", "H", "H", "H", "H", "H", "C", "C", "O", "N", "C", "H", "H", "H", "H", "H", "H", "H", "C", "C", "O", "N", "C", "H", "H", "H", "H", "H", "H", "H"],
  "positions_angstrom": [[3.162, -3.944, 1.440], [3.242, -2.661, 1.691], [3.692, -1.689, 0.551], [2.948, -0.526, 0.289], [2.786, -0.267, -1.049], [1.855, 0.839, -1.645], [1.124, 1.685, -0.599], [-0.054, 0.967, 0.046], [-1.351, 1.057, -0.765], [-2.561, 0.828, 0.163], [-3.506, -0.267, -0.304], [-2.847, -1.643, -0.425], [-2.591, -2.060, -1.899], [3.556, -1.034, -1.929], [4.798, -1.197, -1.338], [6.227, -0.430, -1.868], [6.541, -0.291, -3.200], [7.107, 0.037, -0.922], [4.808, -1.988, -0.192], [3.316, -4.689, 2.200], [2.956, -4.296, 0.442], [3.032, -2.228, 2.656], [1.125, 0.335, -2.276], [2.478, 1.479, -2.262], [1.841, 1.953, 0.172], [0.785, 2.624, -1.032], [0.195, -0.085, 0.182], [-0.231, 1.430, 1.010], [-1.417, 2.058, -1.175], [-1.355, 0.385, -1.613], [-2.210, 0.541, 1.148], [-3.101, 1.762, 0.278], [-4.018, 0.028, -1.212], [-4.287, -0.343, 0.451], [-1.950, -1.732, 0.178], [-3.559, -2.364, -0.039], [-2.644, -1.185, -2.528], [-3.351, -2.761, -2.204], [-1.608, -2.503, -1.984], [5.991, 0.418, -3.572], [6.627, 0.602, -0.296], [0.442, -4.414, 5.805], [1.295, -3.326, 5.198], [2.285, -3.577, 4.531], [0.918, -2.037, 5.419], [-0.220, -1.552, 6.178], [0.867, -5.377, 5.541], [0.424, -4.325, 6.892], [-0.577, -4.363, 5.417], [1.527, -1.360, 4.988], [-0.866, -0.958, 5.529], [0.128, -0.920, 6.996], [-0.796, -2.374, 6.589], [-4.052, 3.677, -4.897], [-3.654, 3.605, -3.441], [-3.656, 2.555, -2.821], [-3.288, 4.766, -2.833], [-3.224, 6.098, -3.404], [-4.314, 2.679, -5.235], [-4.916, 4.329, -5.026], [-3.222, 4.045, -5.502], [-3.035, 4.649, -1.864], [-2.205, 6.482, -3.327], [-3.889, 6.765, -2.854], [-3.518, 6.092, -4.448]],
  "forces_ev_per_angstrom": [[0.034, -1.237, 0.192], [0.209, 1.995, -0.767], [-1.160, -0.699, 1.115], [0.318, 0.005, -0.160], [-0.482, -0.057, -0.494], [-0.252, -0.038, 0.800], [0.267, -0.232, 0.012], [0.054, 0.190, -0.756], [0.088, 0.338, 0.812], [0.015, -0.263, -0.699], [-0.103, 0.102, 0.811], [-0.663, -0.179, -0.988], [0.248, 0.368, 1.033], [0.355, 0.911, -0.011], [0.198, -0.991, -0.318], [0.102, -0.197, 0.052], [-0.005, 0.517, -0.156], [-0.125, 0.857, -0.174], [-0.371, 0.933, -0.267], [-0.966, -0.255, 0.428], [0.866, -0.214, -0.418], [0.670, -0.390, 0.601], [-0.035, 0.034, -0.440], [0.079, 0.024, -0.429], [0.154, 0.093, 0.213], [-0.114, 0.117, -0.111], [0.073, -0.113, 0.378], [-0.085, -0.073, 0.358], [-0.078, 0.238, -0.231], [0.038, -0.248, -0.127], [0.164, -0.024, 0.300], [-0.173, 0.160, 0.053], [0.044, -0.021, -0.385], [-0.240, 0.053, 0.129], [0.224, 0.177, 0.125], [0.017, -0.255, 0.342], [0.057, 0.162, -0.390], [-0.127, -0.270, -0.329], [0.177, -0.259, -0.300], [0.171, -0.552, -0.248], [0.376, -0.658, 0.315], [0.023, -0.018, -0.020], [0.120, 0.017, -0.098], [-0.051, -0.025, 0.143], [-0.094, -0.197, 0.079], [0.307, 0.229, -0.225], [0.067, 0.042, -0.047], [-0.116, 0.002, -0.005], [-0.037, 0.005, 0.108], [-0.022, 0.008, 0.010], [-0.114, -0.019, 0.094], [-0.130, -0.019, 0.072], [0.023, -0.037, -0.015], [0.001, -0.036, 0.010], [0.020, -0.112, 0.130], [-0.020, -0.006, -0.026], [-0.056, -0.018, -0.218], [0.092, -0.141, 0.412], [0.018, -0.033, 0.083], [0.061, 0.061, -0.078], [-0.071, 0.083, -0.042], [-0.005, 0.013, -0.008], [-0.029, 0.101, -0.108], [-0.001, 0.097, -0.116], [-0.009, -0.045, -0.007]],
  "multiplicity": 1,
  "energy_ev": -37202.6776,
  "gap_ev": 9.25,
  "lumo_energy_ev": 0.2
}

{
  "formula": "C9H14",
  "method": "wB97M-V/def2-TZVPD",
  "symbols": ["C", "C", "C", "C", "C", "C", "C", "H", "H", "H", "H", "H", "H", "H", "H", "C", "C", "H", "H", "H", "H", "H", "H"],
  "positions_angstrom": [[-0.093, 2.023, -2.473], [-0.380, 1.609, -1.063], [-0.726, 0.307, -0.773], [-1.160, -0.053, 0.489], [-1.033, 0.944, 1.514], [-0.630, 2.222, 1.286], [-0.236, 2.541, 0.015], [-0.769, 1.255, -3.104], [0.806, 1.465, -2.888], [-0.027, 3.174, -2.521], [-0.590, -0.455, -1.573], [-1.541, -1.051, 0.680], [-1.450, 0.651, 2.485], [-0.788, 3.126, 1.981], [-0.008, 3.539, -0.275], [0.825, -3.388, 0.663], [1.262, -1.937, 0.923], [0.691, -3.438, -0.494], [1.578, -3.998, 0.854], [-0.094, -3.748, 1.232], [1.844, -1.547, 0.026], [2.070, -1.910, 1.730], [0.449, -1.330, 1.288]],
  "forces_ev_per_angstrom": [[0.112, -2.302, -1.167], [1.357, 1.356, 1.392], [-0.117, -1.167, -0.563], [0.795, 1.869, 0.755], [-2.064, -2.747, 0.598], [-0.182, 2.272, 0.606], [-0.867, -1.094, -2.551], [0.277, 3.010, 0.727], [0.012, 1.420, 0.940], [-0.484, -2.121, -0.879], [-0.638, 0.526, 0.508], [0.114, 0.239, 0.184], [0.298, 0.284, -0.200], [0.591, -1.991, -0.570], [0.294, 0.766, 0.059], [-3.785, 2.651, -2.636], [2.343, -0.432, 0.797], [-0.427, -0.370, 2.010], [3.335, -2.971, 0.983], [1.085, 0.654, -0.881], [-1.276, -0.065, 0.991], [-1.085, -0.103, -0.686], [0.312, 0.317, -0.418]],
  "multiplicity": 1,
  "energy_ev": -9558.0100,
  "gap_ev": 9.66,
  "smiles": "Cc1ccccc1.CC",
  "lumo_energy_ev": 1.0
}

{
  "formula": "C14H30BN4O7",
  "method": "wB97M-V/def2-TZVPD",
  "symbols": ["C", "C", "O", "O", "C", "O", "C", "N", "N", "C", "N", "N", "C", "B", "O", "O", "H", "H", "H", "H", "H", "H", "H", "H", "H", "H", "C", "C", "O", "C", "C", "H", "H", "H", "H", "H", "H", "H", "H", "H", "H", "C", "C", "O", "C", "C", "H", "H", "H", "H", "H", "H", "H", "H", "H", "H"],
  "positions_angstrom": [[5.353, 0.389, 0.427], [5.754, 1.055, -0.850], [6.555, 1.927, -0.917], [5.145, 0.607, -2.029], [4.013, 1.253, -2.422], [3.855, 1.582, -3.545], [2.939, 1.517, -1.386], [3.061, 2.833, -0.770], [4.125, 3.692, -0.814], [3.753, 4.793, -0.119], [4.553, 5.855, 0.021], [2.519, 4.634, 0.368], [2.118, 3.431, -0.036], [0.678, 2.793, 0.330], [0.476, 2.407, 1.615], [-0.285, 2.706, -0.619], [6.266, 0.076, 0.921], [4.869, 1.107, 1.081], [4.718, -0.469, 0.247], [2.937, 0.758, -0.610], [1.979, 1.477, -1.885], [4.995, 3.535, -1.308], [4.481, 6.467, 0.812], [5.274, 6.038, -0.652], [1.172, 1.854, 1.985], [-0.472, 1.787, -0.854], [1.017, -2.966, -2.169], [1.451, -1.996, -1.087], [0.565, -0.897, -0.908], [-0.766, -1.237, -0.519], [-0.851, -1.962, 0.810], [0.840, -2.441, -3.108], [1.791, -3.716, -2.329], [0.101, -3.490, -1.900], [2.411, -1.552, -1.365], [1.606, -2.517, -0.137], [-1.256, -1.812, -1.309], [-1.300, -0.287, -0.448], [-0.397, -2.952, 0.763], [-1.894, -2.092, 1.097], [-0.340, -1.397, 1.591], [-6.846, -3.136, -0.032], [-6.349, -3.480, 1.361], [-5.183, -2.772, 1.749], [-5.307, -1.364, 1.801], [-6.344, -0.861, 2.790], [-6.045, -3.254, -0.763], [-7.670, -3.793, -0.308], [-7.208, -2.109, -0.096], [-6.068, -4.532, 1.400], [-7.146, -3.339, 2.100], [-5.501, -0.958, 0.800], [-4.321, -1.003, 2.099], [-7.357, -1.132, 2.490], [-6.300, 0.226, 2.859], [-6.164, -1.285, 3.778]],
  "forces_ev_per_angstrom": [[0.111, -0.403, -0.336], [0.047, -0.185, 0.480], [0.121, 0.485, -0.216], [-0.141, -0.034, 0.258], [0.070, 0.155, -0.305], [-0.067, 0.032, -0.632], [0.117, -0.257, 0.348], [-0.344, 0.234, 0.063], [-0.148, 0.545, 0.082], [0.083, -0.259, -0.278], [0.041, -0.156, -0.128], [0.181, 0.071, 0.328], [0.039, 0.190, 0.007], [-0.124, 0.044, 0.310], [-0.010, -0.695, -0.433], [0.713, -0.073, -0.435], [0.121, -0.086, 0.154], [-0.102, 0.163, 0.065], [-0.109, -0.144, 0.089], [0.075, -0.102, 0.133], [-0.098, 0.009, -0.232], [-0.015, -0.354, -0.027], [-0.348, 0.107, 0.000], [0.188, -0.030, 0.065], [0.102, 0.426, 0.451], [-0.574, 0.075, 0.157], [-0.128, 0.044, 0.000], [0.056, -0.107, -0.041], [0.124, 0.369, 0.043], [-0.123, -0.069, 0.074], [0.136, -0.049, -0.010], [0.042, 0.001, -0.015], [0.023, 0.003, 0.001], [0.029, -0.042, 0.028], [-0.016, 0.047, -0.008], [-0.036, -0.010, 0.003], [0.028, -0.015, -0.007], [0.020, 0.036, -0.020], [-0.059, -0.026, -0.011], [-0.017, 0.005, -0.004], [-0.049, 0.034, 0.014], [0.056, 0.139, 0.015], [-0.109, -0.084, -0.032], [0.145, -0.036, 0.009], [0.020, 0.151, -0.008], [-0.085, -0.136, -0.023], [-0.003, -0.047, -0.009], [0.002, -0.026, 0.003], [-0.047, -0.017, 0.010], [0.055, 0.006, 0.025], [-0.010, 0.038, -0.016], [-0.051, 0.000, 0.007], [0.028, -0.046, 0.007], [-0.008, 0.043, -0.021], [0.023, 0.008, 0.002], [0.030, 0.029, 0.018]],
  "multiplicity": 1,
  "energy_ev": -35968.7416,
  "gap_ev": 8.01,
  "lumo_energy_ev": -3.2,
  "charge": 1
}